Here is a molecular structure, C16H13BrN4O2ReS3SbSe4 at a distorted geometry from OMol25. Energies are from the ωB97M-V functional and the def2-TZVPD basis.

Its expectation value of S² is 0.758. The energy relative to the best compared isomer or geometry (same formula, charge and spin) comes out at 1.9 kcal per mole. The calculation puts the lowest unoccupied orbital energy (spin up / spin down) at 1.44 / 1.42 eV. As for the HOMO energy (spin up / spin down): -4.60 / -4.66 eV. For the total energy, the calculation gives -399463.932 eV.

```
! RIJCOSX wB97M-V def2-TZVPD def2/J DEFGRID3
* xyz -1 2
Re -0.76854 -0.68042 -0.18200
O 3.01939 3.30904 -0.01017
C 3.70878 2.18880 -0.26161
C 5.10144 2.27712 -0.25775
C 5.87965 1.16634 -0.50989
C 5.29058 -0.06697 -0.77558
C 3.91356 -0.16095 -0.78473
C 3.10242 0.94738 -0.52726
C 1.64236 0.77283 -0.53342
O 1.15630 -0.44181 -0.76172
N 0.88667 1.77602 -0.21955
N -0.45438 1.39151 -0.11392
C -1.28165 2.36138 0.10060
S -2.95798 2.05350 0.27359
C -3.35117 3.70422 0.87746
C -2.46128 4.68540 0.14420
S -0.76725 4.03163 0.17220
H 2.06388 3.07539 -0.01398
H 5.54557 3.24186 -0.05037
H 6.95865 1.26009 -0.49995
H 5.89978 -0.93870 -0.97231
H 3.42875 -1.10392 -0.99534
H -3.19307 3.74223 1.95560
H -4.40830 3.85702 0.65511
H -2.44427 5.66235 0.62650
H -2.77663 4.79841 -0.89236
Se -5.96293 -2.33730 -2.37130
Sb -5.55120 -0.38408 -1.08896
Se -2.46611 -0.72805 -1.71890
Se -6.03131 1.75075 -2.00080
Se -5.39914 -0.53870 1.27814
Br -3.19702 -3.12098 0.93326
C -1.52452 -3.73231 0.37195
C -1.26666 -5.09818 0.43800
C -0.02901 -5.57669 0.06934
C 0.93361 -4.67471 -0.35741
C 0.60559 -3.33865 -0.40143
N -0.60114 -2.85138 -0.04825
H -2.04866 -5.75701 0.78435
H 0.18301 -6.63699 0.11778
H 1.92150 -4.99216 -0.65872
H 1.31896 -2.60233 -0.73669
S -1.15478 -0.81818 4.43800
C -1.20984 -0.75716 2.84697
N -1.25359 -0.71563 1.66131
*
```

Results of the natural (NBO) charge analysis, in e, for atoms 1 through 6: atom 1 (Re): 1.004, atom 2 (O): -0.689, atom 3 (C): 0.437, atom 4 (C): -0.303, atom 5 (C): -0.173, atom 6 (C): -0.270

---

Here is a molecular structure, C16H13Cl2MgNO14P2 from OMol25. Energies are from the ωB97M-V functional and the def2-TZVPD basis.

The energy relative to the best compared isomer or geometry (same formula, charge and spin) comes out at 17.6 kcal per mole. The calculation puts the lowest unoccupied orbital energy at 4.13 eV. As for the HOMO energy: -2.84 eV. For the total energy, the calculation gives -96040.242 eV.

```
! RIJCOSX wB97M-V def2-TZVPD def2/J DEFGRID3
* xyz -2 1
Mg 0.12653 0.62610 -0.46583
O 5.17833 -3.05751 -0.06956
C 4.09552 -2.21942 -0.18237
C 4.23705 -0.90221 -0.58238
C 3.09727 -0.11840 -0.66762
N 1.90148 -0.61300 -0.38671
C 1.77257 -1.88323 -0.00954
C 2.84274 -2.73923 0.12044
C 0.32857 -2.27695 0.23406
O -0.00007 -3.32541 0.78752
O -0.48120 -1.39091 -0.20376
C 3.10696 1.36734 -1.07370
O 4.21900 1.83775 -1.36370
O 1.96819 1.88929 -1.06744
H 5.95670 -2.55648 -0.32685
H 5.19381 -0.45565 -0.82821
H 2.70363 -3.76482 0.43031
C -3.06010 -2.59733 -2.52408
C -2.45908 -1.26713 -2.11082
O -3.27050 -0.20879 -2.68257
P -2.70033 -0.95530 -0.27850
O -2.71334 -2.23063 0.67470
O -4.33539 -0.88832 -0.31011
O -2.20635 0.40127 0.11494
P -0.75790 -1.03826 -2.85793
O -1.18275 -0.88851 -4.43487
O 0.12943 -2.23064 -2.80124
O -0.35467 0.34970 -2.39454
H -4.05829 -2.72105 -2.10173
H -2.42034 -3.41081 -2.17972
H -3.12109 -2.63192 -3.61335
H -2.71862 0.58967 -2.67172
H -1.82850 -2.64350 0.77284
H -4.55525 -0.12693 -0.86423
H -0.71002 -1.60733 -4.87409
Cl -0.61726 5.09874 5.66789
C -0.49982 4.22794 4.13706
C -0.82968 4.89513 2.94726
C -0.75011 4.25111 1.74833
Cl -1.17751 5.11248 0.29238
C -0.32332 2.87174 1.62126
O -0.24968 2.30549 0.51501
C -0.00646 2.24198 2.87222
C 0.42502 0.85465 2.93642
O 0.58994 0.09048 2.00590
C -0.09938 2.92377 4.09323
H -1.15198 5.92813 2.97912
H 0.61473 0.48957 3.96771
H 0.15152 2.39737 5.00857
*
```

Results of the natural (NBO) charge analysis, in e, for atoms 1 through 6: atom 1 (Mg): 1.811, atom 2 (O): -0.680, atom 3 (C): 0.314, atom 4 (C): -0.328, atom 5 (C): 0.156, atom 6 (N): -0.531

---

Here is a molecular structure, C16H13Cl2MgNO14P2 from OMol25. Energies are from the ωB97M-V functional and the def2-TZVPD basis.

The energy relative to the best compared isomer or geometry (same formula, charge and spin) comes out at 8.0 kcal per mole. The calculation puts the lowest unoccupied orbital energy at 4.09 eV. As for the HOMO energy: -3.03 eV. For the total energy, the calculation gives -96040.659 eV.

```
! RIJCOSX wB97M-V def2-TZVPD def2/J DEFGRID3
* xyz -2 1
Mg -0.20207 -0.68909 -0.04530
O -4.21615 2.79418 -2.92305
C -3.33872 1.89782 -2.37191
C -2.06151 1.72937 -2.89571
C -1.23077 0.83029 -2.26580
N -1.65242 0.12467 -1.21998
C -2.86610 0.29827 -0.70056
C -3.76423 1.18165 -1.26220
C -3.09151 -0.50777 0.59378
O -4.23567 -0.53050 1.04736
O -2.02450 -1.03930 1.03995
C 0.25113 0.60390 -2.59872
O 0.64676 0.97414 -3.70109
O 0.89037 0.05357 -1.64157
H -3.75315 3.25967 -3.62806
H -1.69682 2.29329 -3.74672
H -4.74135 1.32380 -0.82414
C 1.24125 3.36377 3.75419
C 0.50392 2.51467 2.72225
O -0.68578 2.01036 3.32542
P 0.02716 3.51733 1.24868
O 1.39760 3.87372 0.57084
O -0.44434 4.96250 1.80138
O -1.04523 2.88774 0.45233
P 1.56667 1.10197 2.16830
O 2.03325 0.42492 3.56072
O 2.73023 1.70413 1.45474
O 0.60399 0.12937 1.53649
H 0.74141 4.31824 3.91892
H 2.26454 3.55139 3.42851
H 1.27337 2.80783 4.69235
H -1.04993 1.33940 2.72772
H 2.06224 3.12226 0.70684
H -1.38543 5.02335 1.60166
H 1.53367 -0.39421 3.65817
Cl 3.68027 -6.97176 -2.01019
C 2.77618 -5.57823 -1.40491
C 3.20843 -4.92987 -0.24475
C 2.51182 -3.85840 0.24231
Cl 3.09470 -3.06550 1.67427
C 1.31014 -3.35156 -0.37208
O 0.67152 -2.39418 0.13338
C 0.93524 -4.03432 -1.57053
C -0.21907 -3.63950 -2.39029
O -0.98556 -2.72461 -2.20887
C 1.66150 -5.12724 -2.05494
H 4.10151 -5.26834 0.26470
H -0.35732 -4.29821 -3.27812
H 1.32875 -5.61497 -2.96578
*
```

Results of the natural (NBO) charge analysis, in e, for atoms 1 through 6: atom 1 (Mg): 1.810, atom 2 (O): -0.678, atom 3 (C): 0.337, atom 4 (C): -0.325, atom 5 (C): 0.161, atom 6 (N): -0.578

---

Q: What is the energy relative to the best compared isomer or geometry (same formula, charge and spin) in the second record?
A: 17.6 kcal per mole

---

Q: What is the energy relative to the best compared isomer or geometry (same formula, charge and spin) in the second record?
A: 17.6 kcal per mole